Record 1
Density functional theory data (ωB97M-V/def2-TZVPD) for a cluster of 2 separate species, C3H5Br2P in total.

Structure (XYZ):
```
11
Properties=species:S:1:pos:R:3:forces:R:3
C 1.108 0.261 1.153 -0.2 0.3 0.8
C 0.596 -0.156 0.054 1.1 -0.4 -1.3
C -0.484 -0.477 -0.847 -0.5 0.1 -0.1
P 2.983 -0.727 -1.890 -0.4 0.2 0.8
Br 3.706 -2.417 -0.646 0.0 0.0 -0.1
Br 4.042 0.945 -0.890 0.0 0.0 -0.1
H 2.173 0.319 1.325 0.3 0.0 -0.1
H 0.489 0.582 1.990 -0.1 0.0 0.1
H -0.326 0.002 -1.816 -0.1 -0.1 0.1
H -1.440 -0.119 -0.441 -0.1 -0.1 0.0
H -0.548 -1.555 -1.001 0.0 0.0 0.0
```
Forces are in eV/Å.

Calculated values
relative energy (zero: lowest compared OMol25 entry of this formula, charge and spin) = 57.2 kcal per mole
Kohn-Sham gap (spin up / spin down) = 8.2 / 6.7 eV
LUMO (spin up / spin down) = 0.141 / -1.164 eV
E_HOMO (spin up / spin down) = -8.1 / -7.9 eV

Partial charges, Mulliken, in e:
1. C -0.55
2. C 0.34
3. C -0.98
4. P 0.15
5. Br -0.11
6. Br -0.14
7. H 0.15
8. H 0.24
9. H 0.28
10. H 0.34
11. H 0.27



Record 2
Density functional theory data (ωB97M-V/def2-TZVPD) for a structure of composition C3H5Br3Si.

Structure (XYZ):
```
12
Properties=species:S:1:pos:R:3:forces:R:3
C 0.762 0.162 -0.629 0.1 1.1 0.3
C 0.040 -0.073 0.449 -2.2 -0.6 1.6
C 2.309 0.038 -0.518 -2.4 -1.8 -1.0
Si -2.376 -0.060 0.480 3.4 0.5 0.0
Br -3.069 -0.500 2.506 0.0 -0.3 0.3
Br -3.103 2.040 0.190 0.2 -0.6 -0.4
Br -3.136 -1.597 -0.927 0.1 0.5 0.2
H 0.255 0.541 -1.534 0.6 -0.4 0.2
H 0.630 -0.331 1.410 -1.6 0.2 -1.3
H 2.480 -0.438 0.457 0.3 0.3 -0.3
H 2.786 1.024 -0.576 0.3 -0.7 -0.6
H 2.421 -0.807 -1.307 1.1 1.9 1.0
```
Forces are in eV/Å.

Calculated values
relative energy (zero: lowest compared OMol25 entry of this formula, charge and spin) = 37.5 kcal per mole
Kohn-Sham gap = 9.5 eV
LUMO = -0.194 eV
E_HOMO = -9.7 eV

Partial charges, Mulliken, in e:
1. C 0.02
2. C -0.46
3. C -0.91
4. Si 0.65
5. Br -0.20
6. Br -0.20
7. Br -0.18
8. H 0.27
9. H 0.17
10. H 0.29
11. H 0.30
12. H 0.25



Record 3
Density functional theory data (ωB97M-V/def2-TZVPD) for a cluster of 2 separate species, C3H5BrClF in total.

Structure (XYZ):
```
11
Properties=species:S:1:pos:R:3:forces:R:3
C 0.131 1.208 0.102 4.5 0.6 -0.9
C 0.004 -1.381 -0.201 -1.5 -1.0 -0.8
C 0.575 -0.173 0.443 0.7 0.4 2.3
F -0.164 -0.522 2.467 0.8 0.5 -3.1
Cl 0.626 -1.706 -1.921 -0.2 0.8 1.0
Br 2.419 -0.244 0.966 -1.1 -0.2 -0.3
H -0.821 1.404 -0.262 -1.7 -0.2 -0.7
H 0.421 1.914 0.857 -0.4 0.0 1.1
H 1.000 1.649 -0.626 -2.2 -1.4 0.8
H -1.101 -1.210 -0.323 1.1 -0.3 0.2
H 0.191 -2.358 0.266 0.0 0.9 0.4
```
Forces are in eV/Å.

Calculated values
relative energy (zero: lowest compared OMol25 entry of this formula, charge and spin) = 63.8 kcal per mole
Kohn-Sham gap (spin up / spin down) = 8.9 / 8.9 eV
LUMO (spin up / spin down) = -1.742 / -1.742 eV
E_HOMO (spin up / spin down) = -10.7 / -10.7 eV

Partial charges, Mulliken, in e:
1. C -1.21
2. C -0.60
3. C 0.72
4. F -0.56
5. Cl -0.16
6. Br 0.02
7. H 0.36
8. H 0.41
9. H 0.33
10. H 0.31
11. H 0.38



Record 4
Density functional theory data (ωB97M-V/def2-TZVPD) for a cluster of 2 separate species, C3H5BrClN2S in total.

Structure (XYZ):
```
13
Properties=species:S:1:pos:R:3:forces:R:3
C -1.676 1.073 1.254 5.7 1.7 5.4
C -0.912 1.363 2.181 -0.7 -0.4 -0.9
C 1.199 -0.591 -0.119 2.5 -1.4 -2.9
N 0.544 -1.217 0.774 -1.5 -0.9 0.9
N 1.311 0.677 -0.209 -3.2 1.6 5.1
S 1.879 1.480 -1.626 2.1 2.0 -5.1
Cl 0.186 1.683 3.441 -1.3 -0.4 -1.6
Br 2.149 -1.603 -1.481 -0.2 0.1 0.7
H -2.500 0.924 0.757 -3.9 -0.8 -2.8
H 1.476 2.706 -1.242 -0.3 -0.3 0.7
H -0.185 -0.654 1.146 -0.7 0.6 1.3
H 0.206 -2.118 0.544 0.0 -1.5 -0.1
H 0.565 1.164 0.393 1.3 -0.4 -0.7
```
Forces are in eV/Å.

Calculated values
Kohn-Sham gap (spin up / spin down) = 6.5 / 7.4 eV
LUMO (spin up / spin down) = -3.537 / -7.183 eV
E_HOMO (spin up / spin down) = -10.0 / -14.6 eV
⟨S²⟩ = 2.01
spin multiplicity = 3
net charge = +1

Partial charges, Mulliken, in e:
1. C -0.23
2. C 0.01
3. C 0.72
4. N -0.26
5. N -0.21
6. S 0.04
7. Cl -0.05
8. Br -0.13
9. H 0.35
10. H 0.24
11. H 0.07
12. H 0.31
13. H 0.14



Record 5
Density functional theory data (ωB97M-V/def2-TZVPD) for a cluster of 2 separate species, C3H5BrN2O in total.

Structure (XYZ):
```
12
Properties=species:S:1:pos:R:3:forces:R:3
C -2.611 1.625 -0.087 0.8 -1.4 0.1
C 2.069 -0.728 0.525 1.5 1.5 3.4
C 0.877 -0.026 0.068 -0.8 -2.4 -0.4
N -2.992 1.390 -1.212 -0.2 -0.1 -0.4
N -0.208 -0.592 -0.306 -0.3 2.3 -0.4
O -2.205 1.786 0.993 -0.4 0.7 -0.1
Br -0.472 -2.442 -0.386 0.7 0.2 0.4
H 1.890 -1.486 1.310 -0.2 0.1 -0.6
H 2.577 -1.156 -0.292 0.9 -0.5 -0.9
H 1.085 1.031 -0.013 -1.3 0.5 -0.2
H 2.708 0.088 1.069 -0.6 -1.7 -1.2
H -2.716 0.512 -1.669 -0.2 0.7 0.4
```
Forces are in eV/Å.

Calculated values
relative energy (zero: lowest compared OMol25 entry of this formula, charge and spin) = 13.3 kcal per mole
Kohn-Sham gap = 10.1 eV
LUMO = 0.370 eV
E_HOMO = -9.8 eV
SMILES = C/C=N\Br.N=C=O

Partial charges, Mulliken, in e:
1. C 0.65
2. C -1.12
3. C 0.31
4. N -0.57
5. N -0.37
6. O -0.41
7. Br -0.09
8. H 0.32
9. H 0.34
10. H 0.34
11. H 0.28
12. H 0.32



Record 6
Density functional theory data (ωB97M-V/def2-TZVPD) for the ion C3H5BrN3 with charge +1.

Structure (XYZ):
```
12
Properties=species:S:1:pos:R:3:forces:R:3
C -1.889 -0.125 0.121 0.6 -0.2 0.6
C -0.214 1.237 -0.096 -5.0 0.6 0.2
C 1.635 -0.470 -0.131 0.2 0.6 1.1
N -1.693 1.117 -0.037 3.6 2.5 -0.4
N -0.731 -0.801 0.230 0.7 -2.1 -0.4
N 0.312 0.073 0.016 -1.9 -1.0 -0.1
Br 0.491 2.873 -0.125 0.9 0.8 -0.2
H -2.867 -0.471 0.325 -0.7 -1.1 -0.1
H 2.216 0.438 -0.524 -0.2 -2.0 0.3
H 1.873 -0.708 0.969 0.6 -0.2 -2.0
H 1.422 -1.353 -0.812 1.4 1.0 0.7
H -0.554 -1.811 0.065 -0.3 1.0 0.3
```
Forces are in eV/Å.

Calculated values
relative energy (zero: lowest compared OMol25 entry of this formula, charge and spin) = 16.1 kcal per mole
Kohn-Sham gap = 10.9 eV
LUMO = -4.163 eV
E_HOMO = -15.0 eV
SMILES = C[n+]1[nH]cnc1Br
net charge = +1

Partial charges, Mulliken, in e:
1. C -0.02
2. C 0.27
3. C -0.65
4. N -0.39
5. N -0.26
6. N 0.37
7. Br 0.05
8. H 0.45
9. H 0.30
10. H 0.33
11. H 0.28
12. H 0.28



Record 7
Density functional theory data (ωB97M-V/def2-TZVPD) for a structure of composition C3H5BrNO2.

Structure (XYZ):
```
12
Properties=species:S:1:pos:R:3:forces:R:3
C 0.595 1.530 0.014 0.4 -2.7 3.0
C -1.224 0.101 -0.407 -3.3 2.7 0.0
C 0.987 -0.348 0.555 -0.7 3.2 1.0
N -0.170 -0.943 -0.088 0.5 -0.4 -4.5
O 1.265 2.418 0.366 -0.5 -0.4 -1.2
O -0.675 1.424 -0.396 1.4 -0.2 0.4
Br 2.643 -0.971 -0.048 0.1 -0.1 -0.1
H -1.721 0.229 -1.418 0.9 -2.0 0.7
H -2.145 0.134 0.336 2.3 -0.6 -1.0
H 0.806 -0.522 1.653 0.7 0.7 -1.0
H -0.567 -1.664 0.468 -0.6 -1.0 0.5
H 0.208 -1.387 -1.035 -1.2 0.8 2.2
```
Forces are in eV/Å.

Calculated values
relative energy (zero: lowest compared OMol25 entry of this formula, charge and spin) = 18.3 kcal per mole
Kohn-Sham gap = 10.3 eV
LUMO = -4.125 eV
E_HOMO = -14.4 eV
net charge = +1

Partial charges, Mulliken, in e:
1. C 0.61
2. C -0.29
3. C -0.41
4. N -0.10
5. O -0.30
6. O -0.24
7. Br 0.01
8. H 0.29
9. H 0.28
10. H 0.36
11. H 0.34
12. H 0.43



Record 8
Density functional theory data (ωB97M-V/def2-TZVPD) for the molecule C3H5BrO.

Structure (XYZ):
```
10
Properties=species:S:1:pos:R:3:forces:R:3
C -0.109 -1.205 -0.611 -2.3 0.7 -1.3
C 0.496 -0.130 0.164 -1.2 1.8 -2.3
C -0.393 1.126 0.436 2.4 -1.4 0.2
O 0.169 -1.317 0.743 0.4 -0.9 1.9
Br 2.393 0.333 -0.050 -0.7 -0.3 0.2
H -1.193 -1.177 -0.884 0.6 0.5 0.6
H 0.318 -1.783 -1.365 1.8 -1.1 -0.5
H -0.273 1.936 -0.264 0.7 0.1 -0.2
H 0.008 1.322 1.402 -0.5 1.3 1.1
H -1.418 0.894 0.429 -1.2 -0.7 0.3
```
Forces are in eV/Å.

Calculated values
relative energy (zero: lowest compared OMol25 entry of this formula, charge and spin) = 23.5 kcal per mole
Kohn-Sham gap = 11.0 eV
LUMO = 0.854 eV
E_HOMO = -10.2 eV
SMILES = C[C@]1(Br)CO1

Partial charges, Mulliken, in e:
1. C -0.46
2. C 0.74
3. C -1.21
4. O -0.39
5. Br -0.18
6. H 0.17
7. H 0.29
8. H 0.33
9. H 0.33
10. H 0.38



Record 9
Density functional theory data (ωB97M-V/def2-TZVPD) for the molecule C3H5BrO.

Structure (XYZ):
```
10
Properties=species:S:1:pos:R:3:forces:R:3
C 0.663 1.077 0.854 0.7 -1.4 -1.1
C -0.814 -0.431 -0.758 -2.6 0.1 -1.8
C 0.485 -0.273 0.030 -1.2 0.5 0.0
O -0.239 1.764 1.214 -0.1 0.1 -0.1
Br 0.628 -1.543 1.553 0.0 0.0 -0.6
H 1.740 1.264 1.100 -0.5 0.1 0.1
H -1.815 -0.453 -0.216 1.6 -0.2 -0.1
H -0.852 -1.257 -1.553 0.5 0.4 1.8
H -1.042 0.382 -1.514 1.0 0.0 1.2
H 1.245 -0.530 -0.711 0.6 0.4 0.7
```
Forces are in eV/Å.

Calculated values
relative energy (zero: lowest compared OMol25 entry of this formula, charge and spin) = 4.7 kcal per mole
Kohn-Sham gap = 10.5 eV
LUMO = 0.378 eV
E_HOMO = -10.1 eV
SMILES = C[C@H](Br)C=O

Partial charges, Mulliken, in e:
1. C 0.01
2. C -1.13
3. C 0.03
4. O -0.43
5. Br -0.13
6. H 0.34
7. H 0.29
8. H 0.34
9. H 0.32
10. H 0.36



Record 10
Density functional theory data (ωB97M-V/def2-TZVPD) for the molecule C3H5BrO.

Structure (XYZ):
```
10
Properties=species:S:1:pos:R:3:forces:R:3
C -0.417 -0.600 0.679 0.5 0.9 3.4
C -0.574 -0.566 -0.756 2.4 -1.6 -1.9
C 0.581 0.176 -0.154 -0.6 -4.0 1.5
O 0.352 1.889 -0.283 -1.1 5.1 1.5
Br 2.409 -0.090 -0.332 0.4 -0.5 -0.2
H -1.043 -0.110 1.462 0.0 0.5 -1.2
H -0.034 -1.422 1.296 0.0 -0.7 -1.2
H -0.135 -1.506 -1.186 -1.2 0.9 -0.3
H -1.131 0.115 -1.378 -1.0 -0.5 0.1
H -0.007 2.114 0.653 0.4 -0.1 -1.7
```
Forces are in eV/Å.

Calculated values
relative energy (zero: lowest compared OMol25 entry of this formula, charge and spin) = 80.5 kcal per mole
Kohn-Sham gap (spin up / spin down) = 5.9 / 6.2 eV
LUMO (spin up / spin down) = 0.861 / -3.170 eV
E_HOMO (spin up / spin down) = -5.1 / -9.3 eV
⟨S²⟩ = 2.01
spin multiplicity = 3

Partial charges, Mulliken, in e:
1. C -0.58
2. C -0.32
3. C 0.03
4. O -0.28
5. Br -0.14
6. H 0.19
7. H 0.23
8. H 0.20
9. H 0.28
10. H 0.39



| no. | maximum force (eV/A) |
| --- | --- |
| 1 | 1.8 |
| 2 | 3.5 |
| 3 | 4.6 |
| 4 | 8.0 |
| 5 | 4.0 |
| 6 | 5.1 |
| 7 | 4.6 |
| 8 | 3.2 |
| 9 | 3.2 |
| 10 | 5.4 |